ORCA calculation (ωB97M-V/def2-TZVPD) on a structure of composition C47H44Br2CdN6O2PS.

Structure (XYZ):
```
104
Properties=species:S:1:pos:R:3:mulliken_charge:R:1
Cd -0.119 0.293 0.752 1.476
C 2.505 0.351 4.526 -0.711
C 2.319 0.722 3.204 -0.156
N 1.911 -0.155 2.301 -0.388
C 1.633 -1.399 2.710 -0.413
C 1.710 -1.719 4.070 -0.412
N 2.169 -0.858 4.958 -0.673
C 1.372 -2.382 1.650 0.631
C 1.752 -3.700 1.854 -0.685
C 1.683 -4.603 0.778 0.755
C 1.157 -4.122 -0.405 -0.516
C 0.811 -2.763 -0.560 -0.343
N 0.924 -1.909 0.481 0.375
C 0.564 -2.276 -1.882 0.011
C 0.427 -3.163 -2.969 -0.306
N 0.734 -2.909 -4.213 -0.869
C 1.340 -1.709 -4.415 -0.927
C 1.325 -0.731 -3.484 -0.674
N 0.701 -0.923 -2.257 0.647
C 2.285 -5.939 0.833 0.497
C 1.853 -6.974 -0.004 -0.466
C 2.542 -8.173 -0.009 -0.445
N 3.596 -8.422 0.753 -0.650
C 4.000 -7.454 1.562 -0.425
C 3.393 -6.214 1.642 -0.583
H 2.905 1.035 5.260 0.437
H 2.523 1.722 2.846 0.646
H 1.388 -2.674 4.463 0.503
H 2.142 -4.006 2.812 0.530
H 1.145 -4.767 -1.265 0.641
H 0.028 -4.152 -2.782 0.642
H 1.808 -1.566 -5.378 0.451
H 1.724 0.258 -3.651 0.746
H 0.994 -6.844 -0.646 0.452
H 2.245 -8.980 -0.670 0.370
H 4.871 -7.690 2.161 0.374
H 3.805 -5.459 2.293 0.401
Br -1.458 -0.444 2.834 -0.773
C -3.544 1.584 1.695 -0.824
Br -3.016 1.342 -0.094 0.229
H -3.121 2.469 2.146 0.273
H -4.598 1.422 1.854 0.376
C 0.376 0.183 -1.566 -0.203
C 0.105 1.363 -1.997 -0.242
C 0.011 2.615 -2.411 0.321
C -1.073 3.595 -2.298 0.019
C -1.572 4.011 -1.068 0.005
C -2.556 4.979 -1.001 -0.898
C -3.032 5.571 -2.157 -0.558
C -2.516 5.192 -3.387 -0.756
C -1.548 4.209 -3.457 -0.172
C 1.184 3.126 -3.177 -0.098
C 2.039 4.048 -2.585 -0.195
C 3.099 4.565 -3.308 -0.809
C 3.309 4.169 -4.618 -0.446
C 2.462 3.247 -5.206 -1.038
C 1.401 2.725 -4.489 0.065
H -1.146 3.603 -0.166 0.775
H -2.947 5.276 -0.038 0.431
H -3.793 6.337 -2.103 0.378
H -2.868 5.673 -4.291 0.389
H -1.156 3.905 -4.416 0.440
H 1.874 4.343 -1.559 0.408
H 3.762 5.285 -2.851 0.408
H 4.134 4.581 -5.183 0.385
H 2.625 2.940 -6.230 0.388
H 0.722 2.018 -4.948 0.619
O 0.282 6.615 6.120 -0.489
C 1.444 6.095 5.636 0.644
O 2.486 6.356 6.190 -0.597
C 1.329 5.262 4.435 0.864
C 2.461 5.089 3.625 -0.942
C 2.388 4.349 2.474 -0.099
C 1.198 3.699 2.103 -0.224
S 1.153 2.772 0.654 -0.360
C 0.081 3.838 2.939 -0.767
C 0.141 4.615 4.069 -0.788
H -0.461 6.374 5.551 0.287
H 3.388 5.559 3.922 0.412
H 3.253 4.231 1.837 0.439
H -0.833 3.313 2.686 0.367
H -0.739 4.676 4.700 0.261
C -3.067 -1.001 -2.943 -1.150
C -2.870 -2.337 -2.236 -0.918
P -2.645 -2.150 -0.385 0.787
C -4.463 -1.904 -0.021 -0.590
C -4.846 -1.934 1.451 -1.297
C -2.501 -3.977 0.008 -1.024
C -1.999 -4.235 1.424 -0.703
H -2.991 -1.132 -4.022 0.441
H -2.307 -0.285 -2.634 0.020
H -4.043 -0.578 -2.715 0.348
H -1.969 -2.813 -2.627 0.155
H -3.715 -3.002 -2.442 0.700
H -5.031 -2.662 -0.571 0.464
H -4.714 -0.925 -0.434 0.413
H -4.722 -2.932 1.867 0.321
H -5.894 -1.650 1.562 0.401
H -4.236 -1.243 2.027 0.170
H -1.798 -4.405 -0.712 0.395
H -3.470 -4.465 -0.134 0.655
H -0.991 -3.854 1.556 -0.077
H -1.989 -5.304 1.637 0.363
H -2.629 -3.737 2.155 0.278
```

Its frontier orbital gap (alpha / beta) is 0.2062 / 0.2015 hartree. Its total charge is -1. As for the energy: -227261.89208 eV.